1.
Entry from the Open Molecules 2025 dataset: C23H46Cl28I2N4O4S as an isolated structure in a non-equilibrium geometry (the ωB97M-V functional and the def2-TZVPD basis).

The geometry in ORCA input format:
```
! wB97M-V def2-TZVPD RIJCOSX def2/J DEFGRID3
* xyz 0 1
C -2.345 -2.107 0.560
C -1.103 -1.594 1.387
I -1.559 -0.607 3.295
C 0.230 -1.783 0.941
I 1.763 -1.038 2.327
C 0.583 -2.512 -0.435
C 2.169 -2.424 -0.562
C 2.772 -3.001 -1.926
N 2.070 -4.172 -2.476
N 2.948 -1.883 -2.889
N 4.179 -3.459 -1.600
O 0.109 -3.893 -0.279
S -1.000 -4.435 -1.375
O -2.230 -5.121 -0.832
O -0.537 -5.424 -2.417
O -1.247 -2.935 -2.093
C -0.173 -1.991 -1.758
C -0.573 -0.432 -1.765
C -1.490 -0.141 -3.033
N -0.696 -0.299 -4.295
H -2.450 -1.668 -0.470
H -3.278 -1.784 1.132
H -2.339 -3.234 0.601
H 2.706 -2.972 0.278
H 2.418 -1.312 -0.563
H 2.460 -5.055 -2.139
H 2.207 -4.115 -3.494
H 2.384 -2.005 -3.731
H 3.932 -1.702 -3.094
H 4.108 -4.262 -0.965
H 4.659 -2.671 -1.139
H 0.424 -2.037 -2.727
H 0.423 0.119 -1.856
H -1.038 -0.095 -0.795
H -1.891 0.914 -2.962
H -2.350 -0.868 -3.092
H 0.277 -0.011 -4.159
H -0.653 -1.304 -4.531
C 0.583 1.653 6.357
Cl -1.114 1.433 5.917
Cl 1.632 1.541 4.941
H 0.704 2.634 6.810
H 0.865 0.880 7.067
C 3.640 1.856 -2.582
Cl 5.362 1.614 -2.898
Cl 2.657 1.161 -3.877
H 3.382 1.375 -1.640
H 3.437 2.920 -2.521
C -3.283 3.111 3.582
Cl -4.984 2.888 3.155
Cl -2.247 2.988 2.156
H -3.158 4.096 4.029
H -2.995 2.343 4.295
C 5.712 5.453 -3.752
Cl 4.449 5.197 -2.539
Cl 7.324 5.241 -3.060
H 5.576 4.734 -4.558
H 5.626 6.465 -4.140
C -7.659 0.646 1.512
Cl -5.912 0.745 1.263
Cl -8.329 2.210 1.994
H -8.131 0.331 0.584
H -7.862 -0.082 2.294
C 4.211 9.362 -4.942
Cl 4.217 11.123 -5.072
Cl 5.758 8.675 -5.456
H 4.030 9.085 -3.905
H 3.421 8.964 -5.574
C -4.498 4.082 7.174
Cl -4.296 5.034 5.699
Cl -3.028 4.100 8.157
H -5.316 4.502 7.755
H -4.729 3.054 6.902
C 3.949 4.846 3.730
Cl 2.697 5.981 3.211
Cl 5.271 4.768 2.560
H 4.345 5.173 4.689
H 3.509 3.859 3.830
C -0.301 -4.361 5.545
Cl 0.426 -3.656 4.094
Cl -0.522 -3.139 6.806
H -1.271 -4.780 5.286
H 0.349 -5.143 5.923
C -4.617 1.509 -4.345
Cl -4.396 1.189 -2.621
Cl -4.169 3.169 -4.752
H -3.991 0.825 -4.915
H -5.663 1.354 -4.601
C -0.390 -8.411 -0.785
Cl -1.674 -8.811 0.364
Cl 1.209 -8.630 -0.059
H -0.477 -9.062 -1.651
H -0.501 -7.373 -1.091
C 8.032 3.107 0.144
Cl 8.672 4.270 1.313
Cl 6.310 3.370 -0.146
H 8.568 3.220 -0.796
H 8.176 2.102 0.533
C -8.914 1.494 -5.099
Cl -8.387 1.950 -3.474
Cl -7.570 1.546 -6.245
H -9.313 0.483 -5.069
H -9.685 2.186 -5.427
C -0.095 -8.336 4.114
Cl 0.448 -6.676 3.840
Cl -1.100 -8.449 5.564
H -0.675 -8.663 3.254
H 0.776 -8.976 4.237
*
```

Properties
* energy: -15302.6917 Eh
* E_LUMO: -0.1622 eV
* HOMO-LUMO gap: 8.6 eV


2.
Entry from the Open Molecules 2025 dataset: a 11-piece molecular cluster, C3H28O10S overall in a non-equilibrium geometry (the ωB97M-V functional and the def2-TZVPD basis).

The geometry in ORCA input format:
```
! wB97M-V def2-TZVPD RIJCOSX def2/J DEFGRID3
* xyz 0 1
C -0.118 0.184 -0.542
C -0.154 1.559 -1.124
C 0.924 1.843 -2.179
S 1.308 3.586 -2.725
H 0.758 -0.194 -0.048
H -0.241 -0.531 -1.407
H -0.932 -0.092 0.135
H -1.120 1.801 -1.654
H -0.034 2.362 -0.376
H 0.504 1.320 -3.057
H 1.943 1.468 -2.279
H -0.065 3.696 -2.844
O 2.648 -1.950 1.754
H 2.184 -1.739 2.575
H 3.344 -1.291 1.693
O -0.399 -1.241 -3.476
H -0.629 -0.337 -3.711
H 0.122 -1.027 -2.687
O -1.625 -2.654 -0.216
H -1.537 -2.926 -1.135
H -1.025 -3.225 0.326
O 2.884 -0.618 -1.784
H 2.942 0.258 -1.391
H 2.657 -1.130 -0.991
O -3.291 0.877 1.332
H -4.219 0.581 1.332
H -3.256 1.054 0.368
O -0.160 -4.038 1.486
H -0.016 -3.224 1.984
H 0.720 -4.440 1.391
O 2.512 1.396 1.382
H 2.172 2.273 1.210
H 2.072 0.938 2.126
O -4.389 -1.462 0.268
H -3.901 -1.825 1.026
H -3.737 -1.696 -0.412
O 0.953 0.026 3.289
H -0.019 0.161 3.356
H 1.350 0.531 4.017
O -1.810 0.491 3.525
H -2.141 0.981 2.743
H -1.694 -0.351 3.062
*
```

Properties
* energy: -1281.6268 Eh
* E_LUMO: -0.0688 eV
* HOMO-LUMO gap: 9.2 eV


3.
Entry from the Open Molecules 2025 dataset: C49H59N9O5RbS as an isolated structure (the ωB97M-V functional and the def2-TZVPD basis).

The geometry in ORCA input format:
```
! wB97M-V def2-TZVPD RIJCOSX def2/J DEFGRID3
* xyz -1 1
Rb -0.410 0.629 1.442
C 5.897 2.904 -2.591
C 4.566 2.554 -1.981
C 3.812 1.509 -2.429
C 2.525 1.227 -1.894
C 1.600 0.283 -2.372
N 1.774 -0.797 -3.092
C 2.998 -1.522 -3.383
C 2.931 -2.943 -2.823
C 3.022 -3.038 -1.302
N 1.766 -2.705 -0.650
C 1.589 -2.319 0.590
C 2.473 -2.139 1.659
C 3.821 -2.588 1.778
C 4.609 -2.231 2.831
C 5.998 -2.776 3.024
C 4.093 -1.259 3.739
C 2.829 -0.761 3.667
C 2.466 0.433 4.445
N 1.632 1.290 4.033
C 1.479 2.498 4.817
C 2.126 3.716 4.153
C 1.431 4.290 2.915
N 1.645 3.464 1.745
C 2.445 3.891 0.863
C 2.842 3.111 -0.323
C 4.050 3.338 -0.911
C 1.979 2.052 -0.834
O 0.839 1.861 -0.387
C 1.872 -1.372 2.744
O 0.649 -1.224 2.871
H 6.220 2.133 -3.290
H 6.670 3.006 -1.825
H 5.852 3.849 -3.137
H 4.180 0.935 -3.271
H 0.563 0.455 -2.086
H 0.914 -1.244 -3.411
H 3.840 -0.992 -2.945
H 3.143 -1.563 -4.465
H 3.763 -3.509 -3.248
H 2.013 -3.425 -3.171
H 3.789 -2.355 -0.925
H 3.322 -4.052 -1.023
H 0.913 -2.631 -1.208
H 0.554 -2.038 0.775
H 4.225 -3.263 1.033
H 6.274 -3.439 2.204
H 6.073 -3.348 3.952
H 6.742 -1.977 3.075
H 4.767 -0.849 4.489
H 3.045 0.604 5.368
H 1.920 2.381 5.819
H 0.408 2.688 4.951
H 3.156 3.463 3.887
H 2.173 4.510 4.904
H 1.791 5.318 2.756
H 0.354 4.346 3.102
H 2.938 4.871 0.975
H 4.663 4.153 -0.530
C -4.506 1.923 2.130
C -3.608 2.949 2.844
N -2.507 2.327 3.553
C -2.816 1.526 4.725
C -2.172 0.128 4.657
N -2.361 -0.465 3.357
C -3.689 -0.915 2.989
C -4.065 -0.455 1.574
N -3.754 0.953 1.354
H -5.100 1.394 2.880
H -5.224 2.478 1.515
H -3.177 3.620 2.096
H -4.252 3.567 3.494
H -1.760 2.982 3.725
H -2.500 2.017 5.654
H -3.902 1.416 4.798
H -1.093 0.227 4.810
H -2.569 -0.478 5.490
H -1.651 -1.149 3.146
H -3.789 -2.006 3.024
H -4.408 -0.518 3.712
H -3.479 -1.030 0.853
H -5.129 -0.689 1.407
H -3.788 1.155 0.364
N -1.719 3.349 -0.625
C -1.943 2.869 -1.923
C -0.921 2.895 -2.870
C -1.140 2.431 -4.161
C -2.384 1.947 -4.538
C -3.408 1.924 -3.599
C -3.192 2.379 -2.308
S -2.672 1.320 -6.195
O -3.388 0.068 -5.978
O -3.460 2.347 -6.857
O -1.332 1.143 -6.752
H -2.288 2.930 0.098
H -0.744 3.319 -0.348
H 0.055 3.269 -2.581
H -0.346 2.435 -4.898
H -4.372 1.529 -3.890
H -4.003 2.363 -1.585
N -1.052 -1.614 -0.431
C -1.660 -2.381 -1.210
C -1.283 -2.581 -2.665
C -1.250 -1.513 -3.557
C -0.807 -1.692 -4.863
C -0.372 -2.946 -5.282
C -0.416 -4.023 -4.406
C -0.882 -3.842 -3.110
C -2.859 -3.211 -0.764
C -3.942 -3.454 -1.606
C -5.064 -4.130 -1.143
C -5.108 -4.593 0.165
C -4.027 -4.365 1.010
C -2.918 -3.672 0.547
H -1.587 -0.535 -3.227
H -0.822 -0.860 -5.553
H -0.034 -3.084 -6.302
H -0.100 -5.006 -4.737
H -0.940 -4.687 -2.429
H -3.911 -3.095 -2.629
H -5.906 -4.293 -1.805
H -5.979 -5.127 0.525
H -4.054 -4.724 2.032
H -2.081 -3.453 1.201
*
```

Properties
* energy: -3193.9169 Eh
* E_LUMO: 1.4453 eV
* HOMO-LUMO gap: 5.6 eV


4.
Entry from the Open Molecules 2025 dataset: a 3-piece molecular cluster, C4H13NO2 overall in a non-equilibrium geometry (the ωB97M-V functional and the def2-TZVPD basis).

The geometry in ORCA input format:
```
! wB97M-V def2-TZVPD RIJCOSX def2/J DEFGRID3
* xyz 0 1
C 1.173 0.607 -2.578
C 0.641 0.992 -1.380
C -0.332 0.410 -0.401
C -1.658 1.067 -0.577
N -2.152 1.363 0.739
H 1.362 -0.476 -2.674
H 1.066 1.397 -3.400
H 1.095 1.877 -1.003
H -0.055 0.451 0.695
H -0.356 -0.703 -0.554
H -1.403 2.115 -0.890
H -2.405 0.670 -1.328
H -3.130 1.635 0.858
H -1.767 0.661 1.418
O 2.863 -0.415 1.080
H 3.792 0.096 0.990
H 2.185 -0.228 0.434
O -0.506 -4.135 3.093
H -0.489 -3.052 3.073
H 0.078 -4.333 2.406
*
```

Properties
* energy: -365.2927 Eh
* E_LUMO: 0.5006 eV
* HOMO-LUMO gap: 9.4 eV


5.
Entry from the Open Molecules 2025 dataset: C3H4OS in the gas phase in a non-equilibrium geometry (the ωB97M-V functional and the def2-TZVPD basis).

The geometry in ORCA input format:
```
! wB97M-V def2-TZVPD RIJCOSX def2/J DEFGRID3
* xyz 0 1
C 0.029 -2.231 -0.285
C 0.524 -1.146 -0.464
C -0.612 1.326 -0.057
O 1.745 0.455 0.927
S 1.085 0.486 -0.366
H -0.136 -3.215 -0.051
H -1.091 0.421 0.302
H -0.945 1.980 -0.854
H -0.599 1.924 0.848
*
```

Properties
* energy: -589.9920 Eh
* E_LUMO: 0.7430 eV
* HOMO-LUMO gap: 10.1 eV


6.
Entry from the Open Molecules 2025 dataset: C31H49IN4NbO3S as an isolated structure in a non-equilibrium geometry (the ωB97M-V functional and the def2-TZVPD basis).

The geometry in ORCA input format:
```
! wB97M-V def2-TZVPD RIJCOSX def2/J DEFGRID3
* xyz -1 1
C -3.685 -0.347 -2.529
C -2.495 -0.536 -2.396
Nb -0.320 -0.913 -2.282
S 2.093 -1.453 -2.190
I 0.043 1.759 -3.082
C -0.932 -3.032 -1.955
C -2.001 -3.661 -2.802
O -2.223 -4.847 -2.845
C -0.549 -0.787 -0.034
C 0.105 0.376 0.738
C 1.622 0.263 0.968
C 2.481 1.223 0.151
C 3.957 1.139 0.535
C 4.906 1.709 -0.532
C -0.357 -1.680 -4.436
O -0.033 -3.049 -4.660
C 1.247 -3.269 -5.186
C 1.833 -4.621 -4.726
O 0.981 -5.267 -3.813
C 1.627 -6.151 -2.926
C 2.442 -5.457 -1.840
H -4.731 -0.204 -2.660
H 2.167 -2.213 -1.089
H -1.301 -3.062 -0.921
H -0.054 -3.678 -2.018
H -2.637 -2.976 -3.393
H -1.632 -0.767 0.143
H -0.204 -1.728 0.422
H -0.132 1.344 0.278
H -0.372 0.405 1.726
H 1.830 0.458 2.028
H 1.950 -0.767 0.781
H 2.360 1.029 -0.916
H 2.121 2.241 0.345
H 4.230 0.101 0.747
H 4.094 1.736 1.444
H 5.811 1.107 -0.637
H 5.220 2.729 -0.294
H 4.420 1.739 -1.510
H 0.329 -1.021 -4.993
H -1.353 -1.509 -4.865
H 1.927 -2.466 -4.881
H 1.205 -3.259 -6.287
H 1.971 -5.275 -5.601
H 2.823 -4.452 -4.284
H 0.820 -6.721 -2.462
H 2.254 -6.867 -3.481
H 3.066 -6.192 -1.323
H 1.781 -5.000 -1.100
H 3.101 -4.683 -2.239
N 3.542 3.188 4.618
C 2.517 3.051 3.722
C 1.431 2.563 4.394
C 1.820 2.396 5.752
C 3.128 2.789 5.859
H 4.461 3.522 4.394
H 2.645 3.308 2.685
H 0.470 2.348 3.958
H 1.209 2.028 6.558
H 3.793 2.817 6.705
N -0.670 1.450 8.770
C 0.128 2.428 9.297
C -0.411 2.805 10.498
C -1.580 2.022 10.702
C -1.713 1.197 9.618
H -0.518 0.991 7.891
H 1.004 2.773 8.775
H -0.013 3.559 11.156
H -2.248 2.063 11.546
H -2.457 0.457 9.378
N -5.183 -1.014 -5.316
C -5.731 0.039 -5.989
C -6.985 -0.333 -6.404
C -7.195 -1.668 -5.961
C -6.062 -2.057 -5.292
H -4.269 -1.018 -4.890
H -5.189 0.960 -6.112
H -7.672 0.282 -6.961
H -8.075 -2.271 -6.113
H -5.810 -2.982 -4.803
N -0.300 4.549 -0.505
C -1.534 5.084 -0.281
C -1.530 5.649 0.969
C -0.235 5.442 1.520
C 0.497 4.761 0.582
H -0.023 4.062 -1.344
H -2.312 5.009 -1.022
H -2.363 6.145 1.439
H 0.116 5.749 2.492
H 1.512 4.408 0.599
*
```

Properties
* energy: -2408.0937 Eh
* E_LUMO: 1.5923 eV
* HOMO-LUMO gap: 6.6 eV


7.
Entry from the Open Molecules 2025 dataset: C28H34Cl3GeN6O11PSTi as an isolated structure (the ωB97M-V functional and the def2-TZVPD basis).

The geometry in ORCA input format:
```
! wB97M-V def2-TZVPD RIJCOSX def2/J DEFGRID3
* xyz -1 2
Ti 0.070 -0.906 1.611
O -0.136 -2.671 1.354
N -0.305 -3.976 1.114
C -0.913 -4.661 2.119
C -1.180 -5.982 1.986
C -0.805 -6.615 0.790
C -0.203 -5.903 -0.203
C 0.071 -4.515 -0.091
S 0.759 -3.611 -1.332
H -1.111 -4.082 3.007
H -1.628 -6.516 2.809
H -0.980 -7.675 0.661
H 0.096 -6.366 -1.131
N 1.554 -0.533 4.295
N 0.289 -0.905 3.734
H 1.402 -0.068 5.181
H 2.055 0.077 3.655
H -0.481 -0.286 4.020
H 0.093 -1.853 4.084
Cl 3.948 -4.520 5.409
Ge 2.590 -3.921 3.691
Cl 0.596 -3.956 5.016
Cl 2.245 -6.026 2.827
O 3.292 0.721 2.093
C 2.872 0.029 1.184
O 1.930 -0.875 1.328
C 3.423 0.152 -0.202
C 3.010 -0.713 -1.207
C 3.472 -0.568 -2.518
C 4.339 0.468 -2.758
O 4.942 0.811 -3.937
C 5.661 2.015 -3.673
O 5.651 2.236 -2.268
C 4.761 1.323 -1.752
C 4.336 1.188 -0.460
H 2.331 -1.518 -0.961
H 3.176 -1.252 -3.302
H 5.165 2.849 -4.180
H 6.689 1.903 -4.016
H 4.675 1.834 0.338
C 0.747 2.763 -0.362
P 0.372 2.577 1.385
C 1.667 3.401 2.307
C -1.141 3.470 1.697
O 0.305 1.118 1.763
H 0.932 3.807 -0.613
H -0.109 2.401 -0.932
H 1.626 2.160 -0.599
H 1.662 4.468 2.083
H 2.632 2.957 2.068
H 1.483 3.248 3.371
H -0.958 4.539 1.587
H -1.491 3.249 2.706
H -1.915 3.158 0.994
O -2.120 0.759 3.706
C -2.411 0.427 2.558
O -1.740 -0.569 1.957
C -3.404 1.087 1.734
C -4.094 2.219 2.227
C -4.865 2.997 1.407
C -4.989 2.661 0.036
C -4.384 1.477 -0.447
C -3.607 0.716 0.384
N -5.675 3.487 -0.839
O -6.221 4.525 -0.396
O -5.713 3.177 -2.059
H -3.967 2.481 3.270
H -5.375 3.877 1.768
H -4.576 1.199 -1.472
H -3.143 -0.192 0.022
N -0.270 -0.443 -0.484
C -0.699 -0.388 -1.554
N -1.113 -0.290 -2.784
C -0.573 -1.159 -3.838
C -0.183 -0.277 -5.010
O -1.278 0.518 -5.434
C -1.716 1.393 -4.408
C -2.189 0.617 -3.193
H -1.347 -1.869 -4.138
H 0.271 -1.718 -3.439
H 0.111 -0.888 -5.862
H 0.659 0.368 -4.724
H -2.535 1.981 -4.819
H -0.898 2.068 -4.121
H -3.075 0.027 -3.444
H -2.444 1.280 -2.368
*
```

Properties
* ⟨S²⟩: 0.774
* energy: -7290.3374 Eh
* E_LUMO (spin up / spin down): 1.2132 / 1.2259 eV
* HOMO-LUMO gap (spin up / spin down): 4.6 / 6.7 eV


Across the entries above, energy relative to the best compared isomer or geometry (same formula, charge and spin) takes the values 75.1, 20.1, 30.4, 94.0, 83.2, 0.0, 9.4 kcal/mol, respectively.